[1]
C12H48O12 | wB97M-V/def2-TZVPD

- charge = 0
- lowest unoccupied orbital energy (eV) = 0.1740
- energy (hartree) = -1388.65602
- structure (SMILES) = CO.CO.CO.CO.CO.CO.CO.CO.CO.CO.CO.CO
- HOMO energy (eV) = -9.38
- Kohn-Sham gap (eV) = 9.56

Last column: Mulliken charge in e.
Positions of all 72 atoms, in Å:
H1 1.740 -0.333 4.035  0.10
C1 2.266 -1.075 -3.842  -0.26
H2 2.207 2.242 2.140  0.48
H3 1.322 -0.834 -4.345  0.26
H4 2.710 -1.679 4.500  0.27
O1 2.469 -2.946 -0.428  -0.51
O2 3.102 1.972 1.862  -0.44
C2 0.907 2.669 -3.030  -0.46
O3 -2.666 -0.069 3.818  -0.61
O4 3.410 -0.518 -4.453  -0.53
H5 -2.925 -1.834 0.120  0.05
H6 2.157 -0.567 -2.879  -0.09
H7 3.539 3.075 3.593  0.32
C3 -2.851 2.693 1.952  -0.86
H8 1.534 3.436 -2.570  0.29
H9 1.435 1.730 -2.857  0.06
H10 4.694 3.235 2.276  0.28
H11 -0.984 -0.294 2.609  0.04
O5 -0.405 2.478 -2.468  -0.39
H12 -3.202 -0.010 3.015  0.40
H13 -0.301 2.796 1.682  0.30
H14 4.638 1.788 3.298  0.28
H15 3.147 -0.023 2.189  0.34
H16 -3.741 0.383 -2.613  0.32
C4 0.593 0.034 0.058  0.53
H17 0.964 0.090 1.079  -0.19
H18 -3.099 -2.155 1.818  0.23
H19 -2.043 1.231 0.927  0.17
H20 -0.256 0.662 -0.195  -0.12
O6 -3.761 -0.304 1.222  -0.51
H21 -0.387 -4.937 -2.731  0.28
H22 0.132 4.870 1.211  0.36
O7 -0.665 -4.357 -3.446  -0.51
C5 2.750 -0.752 3.928  -0.45
H23 -4.272 0.077 0.502  0.25
C6 4.022 2.527 2.773  -0.79
H24 -3.848 2.420 1.571  0.32
H25 -0.823 3.343 -2.393  0.21
H26 -1.875 -3.077 -2.393  -0.07
C7 -1.980 -3.905 -3.113  -0.31
O8 0.136 -1.364 0.069  -0.59
H27 1.819 -2.314 -0.076  0.32
C8 -1.448 -0.711 3.507  -0.40
H28 3.612 -1.043 -5.234  0.31
H29 1.703 4.738 2.026  0.30
H30 -4.592 -2.154 0.791  0.33
O9 0.577 3.036 2.018  -0.53
H31 -0.758 -0.513 4.328  0.28
H32 -2.841 -0.518 -3.752  0.29
H33 1.206 -3.118 -2.062  -0.03
C9 -2.964 -0.394 -2.666  -0.86
H34 -3.343 -1.325 -2.243  0.25
H35 -2.407 -3.391 -3.971  0.25
O10 -1.944 2.191 0.987  -0.39
H36 1.369 0.053 -0.710  0.11
O11 -1.778 -0.038 -1.990  0.00
H37 -1.498 -1.799 3.412  0.30
H38 0.761 2.844 -4.099  0.29
H39 0.950 -4.315 -0.877  0.29
H40 -1.615 0.900 -2.174  0.11
C10 1.001 4.227 1.366  -0.71
O12 3.113 -0.910 2.570  -0.48
C11 1.762 -3.738 -1.345  -0.43
H41 3.478 -0.081 4.398  0.24
H42 1.514 4.071 0.414  0.22
H43 2.414 -4.392 -1.917  0.40
H44 2.284 -2.142 -3.628  0.32
H45 -2.738 2.283 2.954  0.37
H46 -2.992 3.774 1.964  0.32
H47 -0.258 -1.531 -0.800  0.17
H48 -2.566 -4.692 -2.647  0.34
C12 -3.610 -1.716 0.966  -0.45

[2]
C12H48O12 | wB97M-V/def2-TZVPD

- charge = +1
- lowest unoccupied orbital energy (spin up / spin down) (eV) = -2.7429 / -9.5248
- 2S+1 = 2
- energy (hartree) = -1388.29354
- HOMO energy (spin up / spin down) (eV) = -11.60 / -11.60
- Kohn-Sham gap (spin up / spin down) (eV) = 8.86 / 2.08

Last column: Mulliken spin population.
Positions of all 72 atoms, in Å:
H1 -3.283 0.847 5.424  0.00
H2 0.456 1.834 -4.577  0.00
C1 2.571 0.818 3.257  0.00
C2 -3.170 0.232 1.678  0.00
H3 0.102 -3.267 -0.305  0.00
H4 -1.555 0.903 3.804  0.00
H5 0.353 -3.811 1.348  0.00
H6 0.007 -0.703 5.160  -0.01
H7 -1.189 -2.275 -2.011  0.00
H8 -0.477 2.161 -3.197  0.00
O1 3.235 2.016 3.471  0.00
H9 -3.764 -2.178 -3.059  0.00
H10 2.914 0.060 3.962  0.00
O2 2.400 3.415 1.026  0.00
H11 4.096 3.949 -0.034  0.00
C3 -0.409 -3.538 0.618  0.00
H12 -3.222 1.093 -2.089  0.00
O3 1.613 2.466 -3.045  0.00
O4 -1.238 -2.502 1.168  0.00
H13 2.641 0.540 2.205  0.00
H14 0.848 1.123 -0.639  0.00
H15 1.636 -2.015 -4.939  0.00
H16 -4.873 0.869 -2.886  0.00
C4 0.468 1.707 -3.495  0.00
H17 -1.951 0.580 6.629  0.00
H18 -0.663 0.151 -0.988  0.00
O5 0.461 -3.571 -4.361  0.00
H19 -3.901 0.462 0.902  0.00
H20 2.858 3.315 -1.021  0.00
H21 4.314 1.803 -3.983  0.00
H22 -0.374 0.436 1.328  0.00
C5 3.305 3.199 -0.034  0.00
C6 -4.040 1.534 -2.660  0.00
O6 3.675 0.621 -2.469  0.00
H23 -1.031 -4.397 0.364  0.00
H24 3.805 2.234 0.050  0.00
H25 2.988 2.371 4.329  0.00
O7 -4.583 2.589 -1.898  0.00
H26 4.935 0.068 -4.010  0.00
H27 -2.625 -0.590 1.215  0.00
H28 -0.445 -2.676 4.021  0.10
H29 2.872 1.146 -2.459  0.00
C7 0.303 0.192 -0.484  0.00
C8 -2.227 -2.600 -2.071  0.00
O8 -2.880 -1.804 -3.042  0.00
H30 -2.255 -3.664 -2.306  0.00
H31 1.559 -2.214 -3.159  0.00
H32 3.301 0.413 -4.450  0.00
H33 1.442 3.383 -3.272  0.00
H34 0.650 -1.654 3.175  0.02
O9 -1.411 0.478 4.653  0.00
H35 -2.623 2.129 2.070  0.00
H36 -2.731 -2.398 -1.126  0.00
H37 -0.836 -1.680 0.878  0.00
H38 -3.822 -0.064 2.500  0.00
O10 0.620 -1.433 5.270  0.75
C9 0.541 -2.219 4.100  0.11
H39 0.914 -0.566 -0.973  0.00
H40 0.535 0.655 -3.216  0.00
H41 1.288 -2.990 4.289  0.01
C10 -2.237 1.025 5.676  0.00
H42 1.503 0.957 3.422  0.00
H43 0.305 -4.109 -3.582  0.00
C11 1.565 -2.730 -4.119  0.00
H44 -4.998 2.187 -1.132  0.00
H45 -2.109 2.086 5.888  0.00
O11 0.193 -0.190 0.871  0.00
H46 -3.614 1.924 -3.585  0.00
O12 -2.196 1.270 2.018  0.00
H47 2.496 -3.297 -4.115  0.00
H48 2.853 3.145 1.828  0.00
C12 4.110 0.748 -3.801  0.00

[3]
C12H54O21 | wB97M-V/def2-TZVPD

- charge = 0
- lowest unoccupied orbital energy (eV) = 0.3778
- energy (hartree) = -2069.58191
- HOMO energy (eV) = -10.08
- Kohn-Sham gap (eV) = 10.46

Last column: Mulliken charge in e.
Positions of all 87 atoms, in Å:
O1 -3.930 1.521 4.691  -0.53
H1 2.212 0.134 -3.154  0.23
H2 -0.741 -3.974 2.323  0.31
H3 3.591 -2.124 -3.284  0.46
H4 1.851 -5.141 0.273  0.27
H5 -2.943 2.248 0.943  0.26
H6 1.850 -3.218 2.520  0.18
H7 -2.301 2.198 5.940  0.26
O2 -0.962 3.652 -3.998  -0.60
O3 -1.717 -2.359 3.829  -0.59
C1 -2.367 3.676 -3.726  -0.70
H8 -0.921 0.002 0.490  -0.48
H9 1.154 -0.388 4.488  0.36
H10 1.858 3.214 -0.537  0.40
H11 -2.052 1.297 1.892  0.41
O4 0.986 -2.947 4.380  -0.55
H12 0.453 1.084 -2.050  -0.32
H13 -1.852 0.098 5.295  0.39
C2 -1.614 -3.625 1.762  -0.45
H14 -4.565 2.216 4.503  0.32
H15 2.236 -0.270 -1.071  0.26
C3 1.893 -2.525 3.374  -0.40
H16 -2.019 -1.627 -2.072  0.48
C4 -0.425 0.955 -1.444  1.44
O5 3.047 -0.033 -1.615  -0.68
O6 1.882 -0.317 3.895  -0.64
H17 0.321 -2.006 -3.973  0.27
H18 1.774 -2.976 -2.688  0.29
H19 -1.786 -0.560 3.280  0.22
H20 2.808 3.293 -2.605  0.50
H21 4.470 -3.016 -2.237  0.42
H22 2.115 1.535 -3.766  0.31
O7 0.151 3.874 0.567  -0.67
H23 -0.558 4.351 -3.427  0.32
H24 -2.349 2.877 4.244  0.32
H25 -1.635 -2.534 -1.002  0.42
H26 -0.914 -2.944 3.893  0.34
O8 2.412 -3.036 -1.896  -0.58
C5 -2.456 -3.025 2.784  -0.71
H27 4.873 -0.745 -1.865  0.45
H28 -0.383 3.255 1.127  0.26
H29 -3.767 3.470 -2.132  0.28
H30 1.231 -3.755 4.807  0.25
H31 -0.820 1.966 -1.137  -0.52
H32 -0.210 -2.876 0.751  0.18
O9 -2.031 4.324 -1.486  -0.62
H33 2.708 2.089 -1.147  0.35
H34 -0.578 1.200 4.784  0.34
C6 3.602 -2.379 -2.281  -0.71
O10 0.773 -0.948 -0.468  0.32
H35 0.650 0.905 0.332  0.29
H36 0.631 -1.133 2.464  -0.14
H37 0.338 4.631 1.183  0.27
H38 -2.056 -4.456 1.145  0.33
O11 -0.937 0.870 -4.715  -0.80
H39 -1.462 4.004 -0.755  0.37
C7 1.630 -1.185 2.865  0.73
H40 -0.550 -2.696 -2.714  0.39
C8 -1.626 0.910 4.586  -0.61
H41 -1.495 0.464 -3.093  0.40
O12 -2.033 2.165 1.330  -0.44
H42 3.536 3.950 -3.899  0.26
H43 0.519 -1.311 -1.352  0.00
O13 1.767 0.646 -3.903  -0.64
C9 3.975 -1.182 -1.468  -0.63
C10 -0.027 0.216 -0.217  -0.04
H44 4.144 -1.469 -0.447  0.38
H45 2.356 -1.005 2.012  -0.04
O14 0.324 -2.594 -3.170  -0.74
O15 -1.945 -2.588 -1.900  -0.85
H46 -2.702 4.709 -3.947  0.37
C11 -2.623 2.036 4.852  -0.47
H47 2.917 -2.549 3.828  0.36
O16 -1.106 -2.539 1.000  -0.28
O17 2.872 3.320 -3.578  -0.70
H48 -2.328 2.402 -2.039  -0.44
H49 -3.098 -2.287 2.313  0.34
H50 2.083 -3.784 -0.413  0.38
H51 0.013 0.656 -4.703  0.34
H52 -2.958 3.013 -4.353  0.41
C12 -2.686 3.350 -2.310  0.84
O18 -1.558 0.374 3.252  -0.47
H53 -0.891 1.813 -4.615  0.37
O19 -1.396 0.144 -2.175  -0.69
H54 -3.106 -3.795 3.225  0.36
O20 1.747 -4.162 0.464  -0.58
O21 2.721 2.978 -0.861  -0.77